1.
ORCA calculation (ωB97M-V/def2-TZVPD) on a cluster of 14 separate species, C50H111N9O13 in total.

Each line ends with the Löwdin charge.
Element x y z (Å)
1 C -1.6839 0.7529 3.8231  -0.157
2 C -1.8515 0.9043 5.2948  -0.165
3 C -3.1051 1.7804 5.3689  -0.221
4 O -2.9712 2.6578 4.2902  -0.121
5 C -1.9535 2.1800 3.3675  -0.166
6 H -2.4833 0.1561 3.3793  0.088
7 H -0.7192 0.4237 3.4257  0.111
8 H -0.9978 1.4145 5.7777  0.104
9 H -1.9928 -0.0094 5.8193  0.100
10 H -3.0786 2.3710 6.3155  0.129
11 H -3.9154 1.0854 5.4277  0.106
12 H -1.0663 2.7123 3.5077  0.076
13 H -2.2568 2.4300 2.3625  0.112
14 C 4.8431 0.1760 3.5360  -0.157
15 C 3.3339 0.0870 3.7640  -0.179
16 C 3.2635 -0.5683 5.1248  -0.204
17 O 4.3425 0.0586 5.8399  -0.166
18 C 5.2968 0.6326 4.8922  -0.175
19 H 4.9442 0.8747 2.7029  0.116
20 H 5.2739 -0.7710 3.2880  0.105
21 H 2.7906 -0.4271 2.9602  0.104
22 H 2.9171 1.0487 3.8032  0.083
23 H 3.4886 -1.6736 5.0165  0.127
24 H 2.3873 -0.4309 5.7810  0.120
25 H 6.2891 0.3661 5.1242  0.097
26 H 5.1534 1.7124 5.0942  0.127
27 C -1.1809 2.5798 -5.9984  -0.172
28 C -1.4124 2.5072 -4.4310  -0.128
29 C -0.1005 3.1620 -4.0201  -0.221
30 O 0.4167 3.9010 -5.1071  -0.138
31 C -0.5896 3.9104 -6.1298  -0.237
32 H -2.0763 2.4768 -6.6202  0.111
33 H -0.4515 1.8782 -6.3842  0.111
34 H -1.6663 1.5792 -3.9652  0.063
35 H -2.1811 3.2626 -4.1507  0.116
36 H 0.7456 2.5026 -3.8427  0.093
37 H -0.2424 3.8469 -3.1409  0.127
38 H -0.1637 4.1721 -7.1308  0.137
39 H -1.3474 4.7096 -5.8895  0.132
40 C 5.7703 6.5924 1.0561  -0.157
41 C 5.1752 6.8890 2.4381  -0.134
42 C 4.4840 5.5506 2.7078  -0.241
43 O 5.3305 4.6111 2.1626  -0.151
44 C 5.5744 5.1054 0.8633  -0.209
45 H 6.8561 6.8046 0.9624  0.118
46 H 5.2238 7.1816 0.3353  0.103
47 H 4.4815 7.7412 2.3893  0.111
48 H 5.9376 7.1270 3.1916  0.111
49 H 3.5670 5.3707 2.1623  0.089
50 H 4.2925 5.1615 3.7118  0.126
51 H 4.6498 4.7999 0.3188  0.113
52 H 6.3770 4.5428 0.4647  0.106
53 C -0.5024 -4.5953 2.9860  -0.150
54 C -1.0591 -4.4817 4.4618  -0.119
55 C -0.1192 -3.4330 5.0087  -0.266
56 O 0.1829 -2.6108 3.9782  -0.127
57 C 0.4690 -3.4481 2.8909  -0.219
58 H -1.2694 -4.6576 2.2213  0.081
59 H 0.0504 -5.4948 2.9807  0.089
60 H -1.0437 -5.4226 5.0161  0.113
61 H -2.0644 -4.1506 4.2778  0.080
62 H 0.8059 -3.9329 5.3699  0.133
63 H -0.5085 -2.8283 5.8162  0.122
64 H 1.5338 -3.8608 2.8483  0.147
65 H 0.2239 -2.9118 1.9692  0.097
66 C -6.8702 -2.2174 0.3479  -0.072
67 C -5.3622 -2.7837 0.3180  -0.235
68 N -4.5888 -2.4774 1.4915  -0.189
69 C -3.7121 -3.5703 1.8205  -0.304
70 C -4.4861 -4.6651 2.4542  -0.076
71 C -3.9505 -1.1697 1.4407  -0.222
72 C -2.5463 -1.0662 0.8629  -0.072
73 H -6.9531 -1.1375 0.3915  0.046
74 H -7.4626 -2.6904 1.1323  0.061
75 H -7.3816 -2.4086 -0.6183  0.066
76 H -5.5746 -3.8653 0.2122  0.105
77 H -4.9131 -2.4360 -0.6281  0.107
78 H -3.0296 -3.8667 1.0046  0.118
79 H -3.0266 -3.1139 2.5380  0.098
80 H -3.8437 -5.4323 2.8979  0.077
81 H -5.1407 -4.3179 3.2386  0.087
82 H -5.0652 -5.1220 1.7084  0.045
83 H -3.9144 -0.8620 2.4413  0.079
84 H -4.6391 -0.5168 0.8955  0.113
85 H -2.1269 -0.0281 0.8929  0.079
86 H -2.5468 -1.2247 -0.2306  0.065
87 H -1.8235 -1.8197 1.2080  0.063
88 C 3.2392 0.8228 -4.3347  0.014
89 C 2.8012 -0.5150 -3.7646  -0.515
90 O 2.1589 -1.3782 -4.2818  0.053
91 N 3.1395 -0.6585 -2.4026  0.019
92 C 3.9055 0.2310 -1.5894  -0.107
93 H 2.7690 1.6315 -3.7410  0.079
94 H 2.9279 0.9060 -5.3966  0.102
95 H 4.2691 0.9819 -4.1605  0.060
96 H 2.9370 -1.5780 -2.0634  0.089
97 H 4.9452 0.5382 -1.8724  0.102
98 H 4.0818 -0.1659 -0.5983  0.079
99 H 3.3250 1.0813 -1.4700  0.047
100 C 1.3182 3.3782 6.0124  0.021
101 C 1.0935 4.2170 4.7272  -0.545
102 O 1.6139 3.9395 3.6548  0.018
103 N 0.2276 5.2479 4.8603  0.019
104 C -0.3806 5.9118 3.6839  -0.028
105 H 0.3902 3.0002 6.3220  0.032
106 H 1.7375 4.0164 6.8160  0.093
107 H 1.9745 2.5550 5.6676  0.082
108 H -0.1076 5.4290 5.7705  0.114
109 H -0.6245 6.9463 3.9390  0.090
110 H -1.2907 5.3932 3.4217  0.066
111 H 0.3154 5.8396 2.8559  0.065
112 C 1.0002 0.7772 0.8753  0.021
113 C 0.1716 0.6625 -0.4327  -0.561
114 O -0.5359 1.6020 -0.7405  -0.002
115 N 0.2152 -0.4646 -1.1195  0.044
116 C -0.4807 -0.5757 -2.3885  -0.046
117 H 0.8322 -0.0547 1.5403  0.047
118 H 0.6705 1.6816 1.4602  0.093
119 H 2.1139 0.6971 0.7157  0.080
120 H 0.7998 -1.2017 -0.6871  0.095
121 H -1.5389 -0.5096 -2.2330  0.065
122 H -0.1358 -1.5237 -2.7302  0.073
123 H -0.1606 0.2734 -2.9758  0.070
124 C -3.9679 1.5538 -2.1610  0.008
125 C -4.2993 0.8469 -3.4547  -0.576
126 O -4.1205 -0.3657 -3.5812  0.000
127 N -4.7441 1.5707 -4.4600  0.024
128 C -5.2657 0.9821 -5.6531  -0.047
129 H -4.2912 2.5882 -1.9960  0.080
130 H -2.8727 1.5351 -1.9142  0.071
131 H -4.4534 0.8200 -1.4254  0.106
132 H -4.9935 2.4916 -4.1942  0.130
133 H -4.6404 0.1108 -5.8682  0.090
134 H -5.1837 1.6703 -6.4407  0.072
135 H -6.2359 0.5559 -5.5332  0.085
136 C 2.6839 -4.7965 -4.1694  0.008
137 C 2.2816 -6.1906 -3.7570  -0.591
138 O 2.7057 -6.7017 -2.7724  0.030
139 N 1.4631 -6.9021 -4.5280  0.016
140 C 1.0374 -8.2389 -4.2401  -0.058
141 H 3.7017 -4.5725 -3.7829  0.097
142 H 2.0722 -4.0199 -3.7502  0.048
143 H 2.7719 -4.5865 -5.2376  0.088
144 H 1.0290 -6.3282 -5.3159  0.176
145 H 0.0349 -8.2786 -3.9543  0.063
146 H 1.5953 -8.5716 -3.3368  0.103
147 H 1.1629 -8.8721 -5.0792  0.073
148 C 0.4309 -4.2091 -1.0550  0.018
149 C 1.7903 -3.7472 -0.6566  -0.530
150 O 1.9054 -2.6376 -0.1529  -0.012
151 N 2.8543 -4.5957 -0.8571  0.030
152 C 4.2174 -4.1574 -0.5651  -0.055
153 H 0.3283 -4.4092 -2.1536  0.099
154 H -0.2023 -3.3612 -0.8521  0.056
155 H -0.1394 -4.8918 -0.4446  0.082
156 H 2.7093 -5.3993 -1.5200  0.093
157 H 4.9036 -4.9252 -0.9993  0.105
158 H 4.4263 -4.3535 0.4653  0.069
159 H 4.3096 -3.1167 -0.7934  0.061
160 C -3.1608 -3.9332 -3.5075  -0.005
161 C -2.1377 -3.6107 -4.5761  -0.510
162 O -1.4113 -4.5097 -5.0871  -0.020
163 N -2.0753 -2.2793 -4.7840  0.032
164 C -1.0494 -1.5630 -5.5265  -0.057
165 H -2.7042 -4.0314 -2.5353  0.063
166 H -3.7472 -4.8353 -3.7226  0.085
167 H -3.8923 -3.1063 -3.3601  0.073
168 H -2.8104 -1.7043 -4.4809  0.059
169 H -0.1207 -2.0487 -5.5752  0.052
170 H -0.8724 -0.5540 -5.0701  0.073
171 H -1.3413 -1.3139 -6.5725  0.093
172 C -1.8980 5.0519 0.2336  0.002
173 C -0.4578 5.3883 0.0372  -0.601
174 O -0.1480 6.5595 0.2511  0.014
175 N 0.3520 4.3649 -0.2252  0.032
176 C 1.7569 4.6741 -0.0696  -0.075
177 H -2.2608 4.2482 -0.3537  0.050
178 H -2.4538 5.9966 0.1106  0.097
179 H -2.0128 4.6697 1.2541  0.067
180 H -0.0861 3.4133 -0.3486  0.106
181 H 1.7768 5.3419 0.8257  0.082
182 H 2.2205 5.0714 -0.9363  0.070
183 H 2.3507 3.7874 0.1835  0.078

Frontier orbital gap   8.87 eV

2.
ORCA calculation (ωB97M-V/def2-TZVPD) on a cluster of 2 separate species, C5H13N2 in total.

Each line ends with the natural charge from an NBO analysis.
Element x y z (Å)
1 C -0.8594 2.2109 -1.6484  -0.581
2 C 0.3117 2.0091 -0.6291  -0.552
3 C -0.0055 0.9105 0.2600  0.312
4 C 0.9598 -0.0835 0.5302  -0.074
5 N 1.0335 -0.9583 1.4836  -0.089
6 C -0.0652 -1.0742 2.4051  -0.497
7 N 0.1856 -2.7023 -1.0558  -1.093
8 H -1.0129 3.2408 -1.9466  0.251
9 H -1.8031 1.9002 -1.1951  0.217
10 H 0.4088 2.9844 -0.1357  0.328
11 H 1.2552 1.9056 -1.1610  0.258
12 H -0.9660 0.9067 0.7672  0.225
13 H 1.7966 -0.0870 -0.1644  0.224
14 H 0.4896 -2.8693 -0.1063  0.354
15 H -0.7780 -0.2509 2.4641  0.191
16 H 0.3153 -1.2567 3.4106  0.264
17 H -0.6314 -1.9808 2.1600  0.270
18 H 0.8014 -3.2222 -1.6803  0.377
19 H -0.7415 1.6145 -2.5425  0.243
20 H -0.6943 -3.1973 -1.2155  0.371

Net charge   +1
Relative energy (zero: lowest compared OMol25 entry of this formula, charge and spin)   105.2 kcal/mol
Frontier orbital gap   6.20 eV

3.
ORCA calculation (ωB97M-V/def2-TZVPD) on a structure of composition C23H12Cl3GeN3O7SeY.

Each line ends with the Mulliken spin population.
Element x y z (Å)
1 Y 0.1478 -2.3188 -0.8696  -0.013
2 O -3.8985 1.4895 4.0988  0.008
3 N -4.5321 0.6378 3.5092  0.003
4 O -5.7027 0.3934 3.7337  0.029
5 C -3.8560 -0.1471 2.4625  0.057
6 C -4.6676 -0.9858 1.7711  -0.045
7 C -4.1717 -1.7588 0.7005  0.052
8 C -4.9816 -2.5927 -0.0648  -0.041
9 C -4.4364 -3.2748 -1.1357  0.110
10 C -3.0912 -3.0684 -1.4311  -0.043
11 N -2.2743 -2.3059 -0.7241  0.101
12 C -2.7923 -1.6465 0.3760  0.142
13 C -1.9231 -0.9105 1.1883  0.092
14 N -0.5693 -1.0222 0.9274  0.173
15 C 0.2866 -0.2531 1.6535  0.088
16 C -0.1330 0.6509 2.5763  0.023
17 C -1.5070 0.7558 2.8831  0.226
18 C -2.4262 -0.0527 2.2130  -0.022
19 H -5.7132 -1.0377 2.0381  0.006
20 H -6.0290 -2.6932 0.1917  -0.003
21 H -5.0248 -3.9337 -1.7558  0.007
22 H -2.6530 -3.5661 -2.2902  0.000
23 H 1.3414 -0.3909 1.4372  0.016
24 H 0.5881 1.2568 3.1061  0.005
25 H -1.8299 1.4444 3.6396  0.011
26 O 5.5824 -2.2024 -3.9784  0.000
27 C 4.7141 -1.6139 -3.4033  0.000
28 C 3.3594 -2.1469 -3.0105  0.000
29 O 3.0511 -3.3287 -3.0490  0.000
30 C 2.5456 -1.0101 -2.5449  0.004
31 C 3.3790 0.0926 -2.4163  -0.004
32 O 3.1064 1.2777 -1.9197  0.000
33 C 4.7403 -0.1742 -2.9225  0.000
34 O 5.6756 0.5794 -2.9353  0.000
35 O 1.2882 -1.0930 -2.2358  0.012
36 Se 1.3645 1.7428 -1.4232  0.003
37 C 1.9570 3.2857 -0.4731  -0.006
38 C 2.6823 3.1282 0.7035  0.004
39 C 3.0824 4.2484 1.4113  0.002
40 C 2.7277 5.5164 0.9638  0.000
41 C 1.9916 5.6664 -0.2023  0.000
42 C 1.6163 4.5495 -0.9351  0.001
43 H 2.9365 2.1347 1.0494  -0.003
44 H 3.6613 4.1356 2.3182  0.000
45 H 3.0295 6.3890 1.5277  0.000
46 H 1.7240 6.6541 -0.5529  0.000
47 H 1.0740 4.6535 -1.8655  0.000
48 Cl 0.1687 -4.1044 -2.9309  0.000
49 Ge 1.8365 -5.0096 -1.4713  0.001
50 Cl -0.0164 -4.8971 0.1341  0.002
51 Cl 2.5709 -3.1434 -0.0725  0.001

2S+1   2
Relative energy (zero: lowest compared OMol25 entry of this formula, charge and spin)   41.5 kcal/mol
Frontier orbital gap (spin up / spin down)   4.82 / 7.66 eV
⟨S²⟩   0.7770

4.
ORCA calculation (ωB97M-V/def2-TZVPD) on an isolated molecule of C4H7FN2O.

Each line ends with the natural charge from an NBO analysis.
Element x y z (Å)
1 C -1.4796 -0.6794 -2.0045  -0.436
2 N -0.6587 -0.3148 -0.8740  -0.460
3 C 0.4401 -0.9468 -0.6250  0.055
4 C 1.2995 -0.6634 0.5037  0.225
5 F 2.4659 -1.3586 0.4351  -0.330
6 C 1.1511 0.3753 1.3614  -0.026
7 N -0.0019 1.1046 1.5541  -0.318
8 O 0.2001 2.3731 2.1491  -0.563
9 H -1.0705 -1.4414 -2.6810  0.176
10 H -1.8141 0.1949 -2.6348  0.207
11 H -2.4505 -1.0389 -1.6098  0.207
12 H 0.8189 -1.6900 -1.3353  0.167
13 H 1.9385 0.5679 2.0589  0.219
14 H -0.5722 1.1720 0.7092  0.405
15 H -0.2666 2.3456 2.9930  0.472

Relative energy (zero: lowest compared OMol25 entry of this formula, charge and spin)   76.5 kcal/mol
Frontier orbital gap   8.87 eV
SMILES string   C/N=C/C(F)=C\NO

Number 1: DFT total energy -3442.57941 Eh, largest force on an atom 0.0853 hartree/bohr. Number 2: DFT total energy -307.45393 Eh, largest force on an atom 0.0304 hartree/bohr. Number 3: DFT total energy -7472.01240 Eh, largest force on an atom 0.0137 hartree/bohr. Number 4: DFT total energy -441.12924 Eh, largest force on an atom 0.0344 hartree/bohr.